Entry i
{"formula": "C9H14", "method": "ωB97M-V/def2-TZVPD", "symbols": ["C", "C", "C", "C", "C", "C", "C", "H", "H", "H", "H", "H", "H", "H", "H", "C", "C", "H", "H", "H", "H", "H", "H"], "positions_angstrom": [[-1.52027, -1.58994, 2.11944], [0.40673, -0.59047, -1.52335], [1.23176, -0.50740, -0.39076], [-0.88290, -1.15154, -1.54609], [0.42227, -0.76753, 0.71703], [-1.57850, -1.44997, -0.36618], [-0.92342, -1.16121, 0.76810], [0.92949, -0.11019, -2.39555], [2.30144, -0.29671, -0.48741], [-1.25176, -1.03651, -2.52526], [0.81362, -0.55474, 1.69053], [-2.58868, -1.50508, -0.39893], [-1.32022, -2.55184, 2.44179], [-2.64368, -1.23622, 2.17034], [-1.09174, -0.81287, 2.83314], [0.58700, 2.89660, 0.47130], [1.78879, 2.78057, -0.63859], [0.94556, 2.31461, 1.41173], [0.58583, 3.90121, 0.68412], [-0.15308, 2.48988, -0.15934], [1.98175, 1.88540, -1.18737], [1.45753, 3.57939, -1.48593], [2.84516, 3.17914, -0.25744]], "total_charge": 1, "s_squared": 0.767, "e_homo_ev": [-14.51, -14.51], "e_lumo_ev": [-4.28, -8.43], "homo_lumo_gap_ha": [0.37592, 0.22364], "multiplicity": 2}

***

Entry ii
{"formula": "C9H14", "method": "ωB97M-V/def2-TZVPD", "symbols": ["C", "C", "C", "C", "C", "C", "C", "H", "H", "H", "H", "H", "H", "H", "H", "C", "C", "H", "H", "H", "H", "H", "H"], "positions_angstrom": [[2.87530, -1.90257, -1.01801], [-0.38672, -0.13724, -1.06937], [0.49349, -1.24562, -0.82445], [0.01870, 1.17057, -1.09082], [1.80945, -0.95063, -0.81378], [1.34214, 1.43366, -0.78284], [2.24215, 0.33055, -0.86461], [-1.30800, -0.39769, -1.59083], [0.04789, -2.16487, -0.92856], [-0.78640, 1.85486, -1.12558], [1.79534, 2.43042, -0.54652], [2.86438, -2.33027, -2.06556], [2.95938, -2.79043, -0.42266], [3.20444, 0.63604, -1.19747], [3.91392, -1.66496, -1.02516], [-2.86688, 0.16631, 2.46426], [-2.39431, 1.23452, 1.50515], [-3.44555, 0.75560, 3.19601], [-3.78720, -0.48161, 1.95152], [-1.99916, -0.59370, 2.64663], [-2.57994, 0.99809, 0.36679], [-1.19865, 1.26529, 1.41127], [-2.81377, 2.38368, 1.82460]], "total_charge": 1, "s_squared": 0.769, "e_homo_ev": [-13.74, -13.73], "e_lumo_ev": [-4.78, -8.42], "homo_lumo_gap_ha": [0.32921, 0.19529], "multiplicity": 2}

***

Entry iii
{"formula": "C9H14", "method": "ωB97M-V/def2-TZVPD", "symbols": ["C", "C", "C", "C", "C", "C", "C", "H", "H", "H", "H", "H", "H", "H", "H", "C", "C", "H", "H", "H", "H", "H", "H"], "positions_angstrom": [[-0.53916, 0.05875, 1.76896], [2.09529, 1.62500, -1.17550], [1.51148, 2.47191, -0.31239], [1.82536, 0.22161, -1.20919], [0.55094, 2.08852, 0.59965], [0.76268, -0.17183, -0.39127], [0.18203, 0.72048, 0.59082], [2.74809, 1.93153, -1.96130], [2.00207, 3.54586, -0.28500], [2.43730, -0.58574, -1.76012], [0.20912, 2.76309, 1.33078], [0.23292, -1.11555, -0.61824], [-1.54738, 0.04601, 1.34924], [-0.33066, 0.46001, 2.85464], [-0.14322, -0.99876, 1.68270], [-2.87566, -3.18240, -0.47341], [-2.00032, -2.18217, 0.27724], [-2.71765, -3.17582, -1.57928], [-2.76064, -4.13527, -0.13250], [-3.95884, -3.14294, -0.54043], [-2.31848, -1.84227, 1.25709], [-1.90413, -1.11238, -0.21731], [-1.02425, -2.53684, 0.57026]], "total_charge": 1, "s_squared": 0.769, "e_homo_ev": [-14.40, -14.41], "e_lumo_ev": [-4.26, -8.04], "homo_lumo_gap_ha": [0.37285, 0.23411], "multiplicity": 2}

***

Relative energies, kcal/mol: entry i 16.7; entry ii 26.2; entry iii 0.0.